{"formula": "C9H14NO3PS", "method": "the ωB97M-V functional and the def2-TZVPD basis", "gap_ha": 0.288, "relative_energy_kcal_mol": 1.8, "energy_ev": -37311.3485, "spin_multiplicity": 1, "species": ["C", "C", "C", "C", "C", "C", "C", "C", "C", "N", "O", "O", "O", "P", "S", "H", "H", "H", "H", "H", "H", "H", "H", "H", "H", "H", "H", "H", "H"], "positions_angstrom": [[1.8644, 0.9971, 1.7830], [2.2288, -0.3461, 1.8017], [1.3546, 1.5336, 0.6645], [1.7210, -1.3444, 1.0614], [0.5067, -0.3511, -0.7659], [1.4954, 0.8292, -0.6428], [0.0421, -2.5529, -0.1583], [-0.4709, -0.2941, -1.7778], [-1.9774, 0.8948, -1.0969], [0.8205, -1.3710, -0.0076], [-1.2024, 0.0543, 1.1919], [-2.6957, -1.3824, -0.0305], [-3.5880, 0.8039, 0.7495], [-1.2106, 2.5431, -0.8037], [-2.4303, -0.0242, 0.3381], [2.0973, 1.4557, 2.7611], [2.8426, -0.5218, 2.6042], [0.8154, 2.4762, 0.4881], [1.8834, -2.3933, 1.3317], [1.1111, 1.4767, -1.5406], [2.5315, 0.4940, -0.7809], [0.0954, -3.0591, -1.2453], [-0.9115, -2.2792, 0.2605], [0.4816, -3.2829, 0.5832], [-0.2117, 0.2771, -2.5984], [-1.0106, -1.1733, -1.8854], [-2.5848, 0.8789, -1.9293], [-1.1890, 2.2312, 0.5218], [-2.4087, 3.4300, -0.8776]], "forces_ev_per_a": [[-0.25, 1.81, -0.21], [-1.04, -0.70, -1.55], [-0.29, 1.07, -0.38], [0.43, -1.52, 0.16], [3.22, 1.65, 0.91], [-1.80, 0.03, -2.16], [0.68, -3.33, -0.07], [-2.51, 1.41, 2.44], [4.06, -1.13, 0.09], [0.01, 1.24, -0.64], [-1.70, 0.23, -0.79], [-0.65, -0.85, -0.65], [1.48, -1.27, -0.15], [-1.44, 0.77, -1.20], [-0.41, 2.14, 2.25], [-0.83, 0.49, -0.86], [1.42, -1.50, 1.65], [0.92, -0.24, 1.14], [0.56, 0.66, 0.17], [1.42, -0.63, 1.85], [-0.25, -0.15, -0.18], [-0.37, 1.50, 2.50], [-0.85, -0.53, -0.64], [-0.60, 0.40, -1.13], [0.57, 0.83, -1.73], [-1.01, -1.41, -0.71], [-1.57, -0.44, -1.60], [-0.14, 0.56, 1.23], [0.94, -1.12, 0.27]], "mulliken_charge": [-0.3888, -0.6627, -0.4082, -0.0889, 1.4009, -1.4188, -0.8940, -2.0022, -0.4857, 0.3097, -0.5886, -0.6704, -0.6907, -0.1092, 1.1028, 0.3382, 0.4700, 0.6397, 0.2559, 0.3648, 0.5267, 0.2361, 0.5151, 0.2836, 0.5689, 0.5087, 0.6694, 0.1270, 0.0908]}

{"formula": "C3H5N3O", "method": "the ωB97M-V functional and the def2-TZVPD basis", "gap_ha": 0.320, "smiles": "Nc1c[nH]c(=O)[nH]1", "relative_energy_kcal_mol": 13.6, "energy_ev": -9709.9961, "spin_multiplicity": 1, "species": ["N", "C", "C", "N", "C", "O", "N", "H", "H", "H", "H", "H"], "positions_angstrom": [[-1.9502, -0.5022, -0.5481], [-0.6432, -0.2121, -0.0962], [0.0307, -0.4420, 1.0607], [1.3078, 0.1528, 0.8993], [1.4074, 0.7410, -0.3166], [2.4197, 1.3446, -0.6447], [0.2095, 0.4998, -0.9494], [-2.0083, -1.3651, -1.0797], [-2.6144, -0.5726, 0.2108], [-0.2800, -0.9913, 1.9383], [2.1740, 0.4223, 1.3482], [-0.0529, 0.9249, -1.8226]], "forces_ev_per_a": [[0.12, -0.18, 0.23], [0.24, 0.01, 0.25], [0.17, 0.17, -0.09], [-0.29, 0.05, -0.54], [0.34, 0.20, -0.23], [-0.37, 0.23, -0.87], [0.05, 0.04, -0.08], [0.16, 0.12, -0.03], [0.10, 0.12, 0.05], [0.12, 0.16, -0.18], [-0.59, -0.84, 1.42], [-0.06, -0.09, 0.08]], "mulliken_charge": [-0.5188, 0.4321, -0.6597, -0.1099, 0.2019, -0.6715, -0.0646, 0.2517, 0.2603, 0.4116, 0.2457, 0.2213]}

{"formula": "C10H30LiNO13", "method": "the ωB97M-V functional and the def2-TZVPD basis", "gap_ha": 0.308, "relative_energy_kcal_mol": 0.0, "energy_ev": -39163.4642, "spin_multiplicity": 1, "species": ["Li", "N", "O", "O", "O", "C", "C", "O", "O", "H", "H", "H", "H", "H", "H", "C", "C", "O", "O", "H", "H", "H", "H", "H", "H", "C", "C", "O", "O", "H", "H", "H", "H", "H", "H", "C", "C", "O", "O", "H", "H", "H", "H", "H", "H", "C", "C", "O", "O", "H", "H", "H", "H", "H", "H"], "positions_angstrom": [[2.1830, -2.8563, -1.2395], [0.8890, -0.2333, 0.1901], [1.4695, 0.7699, 0.6078], [1.5710, -1.1755, -0.3128], [-0.3620, -0.3095, 0.1768], [1.1127, 4.8164, 1.5664], [1.3365, 3.9191, 0.3610], [1.8119, 4.6436, -0.7673], [2.2990, 5.3570, 2.1267], [0.5777, 4.2499, 2.3428], [0.4286, 5.6447, 1.3283], [0.4080, 3.3611, 0.2445], [2.1165, 3.2012, 0.6395], [2.5377, 5.2202, -0.5142], [2.3525, 6.2853, 1.8979], [-2.0188, 0.0594, 3.5331], [-1.5179, 1.2980, 2.8127], [-2.2085, 1.4836, 1.5861], [-1.5776, -1.1698, 2.9787], [-3.1115, 0.1128, 3.4903], [-1.7418, 0.0839, 4.5940], [-0.4400, 1.2423, 2.6207], [-1.6551, 2.1520, 3.4792], [-1.6409, 1.0844, 0.9035], [-0.8700, -0.9650, 2.3587], [3.3342, 1.9541, -3.0400], [2.6372, 0.6269, -3.2879], [3.2583, -0.3984, -2.5306], [3.4266, 2.3096, -1.7101], [2.8159, 2.6624, -3.6982], [4.3277, 1.8655, -3.4840], [2.6589, 0.3696, -4.3527], [1.5737, 0.7062, -3.0267], [3.2849, -1.2519, -2.9579], [2.6048, 2.6933, -1.3805], [-3.6901, -2.0086, -0.5707], [-3.2898, -0.7063, -1.2085], [-4.4296, -0.2239, -1.9488], [-3.8552, -3.0040, -1.5908], [-4.6120, -1.8624, -0.0092], [-2.8771, -2.3699, 0.0644], [-2.3762, -0.7447, -1.8089], [-3.0467, 0.0880, -0.4964], [-4.1535, 0.6178, -2.3239], [-3.2960, -3.7590, -1.4278], [0.5085, -5.2400, -0.1217], [-0.0968, -4.6412, 1.1484], [0.6605, -3.4804, 1.5022], [0.4748, -4.3130, -1.2016], [0.0744, -6.2202, -0.3191], [1.5637, -5.2933, 0.1595], [0.0005, -5.3358, 1.9805], [-1.1527, -4.3907, 1.0136], [0.1589, -2.7520, 1.1070], [-0.4371, -4.1732, -1.4844]], "forces_ev_per_a": [[-1.08, 0.81, 0.85], [0.77, 0.81, -0.68], [-0.52, -0.71, 0.05], [-0.18, -0.67, 0.08], [0.10, -0.44, 0.30], [-0.96, 0.27, 0.28], [1.21, 0.49, 1.55], [-1.05, -0.22, -0.68], [0.32, -0.19, -0.16], [0.35, -0.10, -0.09], [0.07, -0.20, -0.29], [0.02, 0.20, -0.97], [-0.21, -0.17, 0.13], [0.10, -0.21, 0.30], [0.02, 0.08, 0.03], [-0.15, 0.25, 0.32], [0.17, -0.35, 0.06], [0.37, 0.14, -0.14], [-0.04, 0.00, -0.21], [0.01, -0.23, -0.04], [0.14, 0.11, -0.05], [0.06, -0.13, 0.06], [-0.28, 0.16, -0.18], [-0.17, 0.05, 0.18], [-0.02, 0.00, -0.10], [-0.17, -0.66, -1.32], [-0.55, -0.34, -0.23], [0.48, -0.21, 0.79], [0.27, 0.16, 0.45], [-0.14, 0.37, 0.31], [0.28, 0.08, 0.43], [0.16, 0.25, -0.06], [0.05, -0.05, 0.25], [-0.08, 0.24, -0.80], [0.04, 0.08, -0.24], [1.11, -0.35, -0.41], [-0.41, 1.29, 0.02], [0.56, -0.23, -0.17], [-0.62, 0.22, -0.38], [-0.02, -0.18, 0.01], [-0.18, 0.45, 0.48], [-0.18, -0.63, -0.35], [-0.11, -0.48, 0.65], [-0.23, 0.00, -0.07], [0.06, -0.10, 0.28], [0.31, 0.50, 1.56], [0.41, 0.36, -0.09], [-0.82, -0.13, -0.47], [0.15, 0.02, -0.46], [0.11, 0.03, -0.47], [0.02, -0.58, -0.39], [-0.12, -0.25, -0.08], [-0.08, -0.03, 0.06], [0.52, 0.28, 0.15], [0.13, 0.13, -0.03]], "mulliken_charge": [0.8653, 0.6047, -0.5230, -0.3915, -0.4762, -0.6026, -0.0028, -0.5605, -0.5541, 0.1805, 0.3557, 0.2718, 0.2938, 0.3007, 0.3336, -0.5704, -0.3144, -0.5760, -0.5301, 0.3096, 0.2883, 0.2261, 0.3956, 0.3192, 0.3391, -0.6428, -0.2213, -0.5145, -0.4394, 0.3087, 0.3651, 0.3902, 0.2014, 0.2803, 0.2494, -0.0497, 0.1435, -0.5691, -0.5377, 0.2653, 0.0317, 0.1718, 0.0121, 0.3149, 0.2970, -0.4520, -0.2960, -0.4854, -0.4260, 0.3266, 0.2408, 0.3736, 0.2110, 0.2362, 0.2324]}

no.,highest occupied orbital energy (eV)
1,-8.86
2,-7.95
3,-9.56